(1)
This record from OMol25 describes a 2-piece molecular cluster, C5H11N3O overall. The level of theory is the ωB97M-V functional and the def2-TZVPD basis.

Each line ends with the Mulliken charge.
CARTESIAN COORDINATES (ANGSTROEM)
O 1.54901 -0.22630 -1.82829  -0.6193
H 1.90005 2.06586 -1.10348  0.3136
N 1.43445 2.31339 -0.23601  -0.6551
C 0.75271 1.43289 0.28768  0.6150
H 1.03609 -1.54592 0.16499  0.2681
N 0.04262 0.98590 1.21996  -0.2347
H 0.06023 1.57279 3.17223  0.3391
C 0.41077 0.72259 2.57694  -0.8215
C -1.04854 -1.86124 -0.02959  -0.9961
H -0.10872 -0.16875 2.93132  0.2567
H 1.48747 0.61367 2.73470  0.3071
H -1.37656 -2.37162 -0.93896  0.3141
H -1.51204 0.71793 -1.28420  0.3796
H -0.50343 1.06304 -2.70078  0.2883
H -1.82106 -1.14882 0.26876  0.3077
C 0.45824 -0.17077 -1.24872  0.4796
H -0.91759 -2.60473 0.75518  0.3388
H -1.24823 -0.53127 -2.51861  0.3772
C -0.78993 0.29879 -1.98275  -1.1557
N 0.19447 -1.15743 -0.24037  -0.1026

Properties
- ΔE to the lowest compared entry with this formula, charge and spin: 2.926 eV
- Frontier orbital gap: 8.6 eV
- E_HOMO: -0.3153 Eh
- Net charge: 0

---

(2)
This record from OMol25 describes an isolated ion of composition CH8N4P and charge +1. The level of theory is the ωB97M-V functional and the def2-TZVPD basis.

Each line ends with the Mulliken charge.
CARTESIAN COORDINATES (ANGSTROEM)
H -0.32110 2.01993 0.36711  0.2064
H 3.48264 -1.44274 -0.12301  0.3135
P 1.84871 0.41233 -0.01433  0.1314
H -0.22663 -1.41001 -0.66966  0.1835
N 3.04650 -0.58186 0.31300  -0.3866
N -2.45041 -0.42185 0.12337  -0.3376
H 1.63704 0.36562 -1.44167  0.1371
N -0.13992 -0.46230 -0.42197  -0.5079
H -2.57483 -1.38779 0.18014  0.1906
H 3.35731 -0.73038 1.25845  0.3019
H -2.01636 1.94319 -0.08958  0.2247
C -1.22824 0.16766 -0.00145  0.7882
H -3.23319 0.06591 0.28628  0.1422
N -1.18150 1.46228 0.23330  -0.3874

Properties
- ΔE to the lowest compared entry with this formula, charge and spin: 0.910 eV
- Frontier orbital gap: 10.3 eV
- E_HOMO: -0.5095 Eh
- Net charge: +1

---

(3)
This record from OMol25 describes a 2-piece molecular cluster, C3H9NO overall. The level of theory is the ωB97M-V functional and the def2-TZVPD basis.

Each line ends with the Mulliken spin population.
CARTESIAN COORDINATES (ANGSTROEM)
N 0.71771 0.39183 0.60887  0.1510
H -1.88439 1.75422 -0.81964  0.0037
H -0.32343 1.30557 2.21434  -0.2283
H -0.42822 -1.90157 -1.31131  -0.0398
H -0.14166 -0.56085 2.19775  0.1582
O -1.75735 2.14108 0.02439  0.0214
C 0.12314 0.42546 1.78405  0.7993
H -0.20494 -0.17874 -1.72930  -0.1196
H -0.93014 2.63228 -0.11076  0.0044
H 2.04513 -1.08082 -0.07342  -0.1222
C 0.28738 -1.07838 -1.36026  0.3042
H 1.02976 -1.33238 -2.13079  0.0142
H 0.50616 -1.64421 0.68514  0.0152
C 0.96085 -0.87347 0.02096  0.0383

Properties
- ΔE to the lowest compared entry with this formula, charge and spin: 0.948 eV
- Frontier orbital gap (spin up / spin down): 3.3 / 7.7 eV
- E_HOMO (spin up / spin down): 0.0403 / -0.1314 Eh
- Net charge: -1
- Multiplicity: 2

---

(4)
This record from OMol25 describes a 23-piece molecular cluster, C28H52Cl44F3IO4S overall. The level of theory is the ωB97M-V functional and the def2-TZVPD basis.

Each line ends with the Mulliken charge.
CARTESIAN COORDINATES (ANGSTROEM)
C 4.87283 1.68786 3.74844  0.2334
Cl 4.93963 3.10503 4.80213  -0.0782
H -0.03509 0.52213 1.58352  0.3044
C -2.25192 -4.71560 -2.94447  -0.2997
H 1.68619 5.34971 0.29645  0.2377
H 1.33862 5.55556 8.79446  0.0316
C 5.88293 4.80304 1.26609  -0.3340
F -2.22911 -9.63065 -3.24881  -0.2350
C -2.79477 -3.66867 -1.84824  -0.5417
C 5.84094 -0.99372 10.01830  -0.3218
Cl -3.47808 -7.37549 -7.64175  -0.1699
C 0.11522 0.72329 7.07341  -0.1517
S -2.02904 -6.85594 0.61477  1.1353
C -4.30316 -2.82155 -12.11871  -0.2247
Cl -3.97336 -13.97523 -2.76902  -0.1587
H 7.90523 7.79588 4.26720  0.3050
H -3.52064 0.75962 -6.59782  0.2008
H -0.24749 1.72860 6.86923  0.0420
H -0.08877 -4.49042 -2.24319  0.4962
Cl -1.64701 -13.17251 -4.33501  -0.1641
I -1.51148 -1.92919 -1.57830  0.1336
Cl 7.08354 3.94899 2.24468  -0.1674
Cl 0.04270 -1.87484 -9.81301  -0.1809
Cl -1.04607 -0.44693 6.43317  -0.1803
Cl -0.01224 1.03680 -0.71920  -0.0941
F -1.46485 -7.79719 -4.28728  -0.1956
Cl 0.53151 8.73100 5.47035  -0.1025
H -1.03640 -8.65665 -1.53642  0.2939
C 1.24174 9.99738 4.46283  -0.4468
C 0.45842 1.27199 0.97014  -0.1524
Cl 2.20889 1.12298 1.17313  -0.1404
H -1.36367 -7.25169 -6.60896  -0.0960
F -3.63557 -7.89645 -3.41076  -0.2291
Cl 4.46240 0.23042 4.66309  -0.1729
H 4.11737 1.85345 2.98389  -0.3383
H -7.71663 -1.21696 -9.25559  0.2933
Cl 0.71614 -2.32307 4.10250  -0.1089
H -1.07563 -3.10530 -11.48855  -0.0737
C -2.26724 -8.20679 -3.22299  0.6269
Cl 0.91942 -4.31708 -11.15162  -0.1686
H 0.38887 -1.50711 -5.82537  0.2038
C -1.72206 -7.57155 -7.58473  0.0894
Cl -6.91516 0.00502 -7.40451  -0.0934
O -1.67166 -7.65237 1.84091  -0.5659
Cl -4.59985 2.42999 -5.33111  -0.1191
H -5.99736 -1.54677 -8.92415  0.0574
H -7.24492 2.71804 -2.79829  0.2208
H 6.84900 -0.58836 10.08093  0.2903
H 6.27100 4.92344 0.25634  0.3281
H -4.89179 -3.42224 -11.42770  0.2369
C 1.57573 -2.66833 2.59782  -0.3963
H 0.20973 0.57629 8.14798  0.2718
H 3.63904 7.46803 6.29012  0.1354
Cl 4.32288 3.69806 9.95137  -0.0977
C 7.65204 8.84393 4.41586  -0.4461
H 5.01963 12.14201 5.61629  0.2129
H -2.97731 -4.25019 -0.88986  0.2227
H -3.16736 -11.79694 -3.17093  -0.0165
H -6.98000 -2.06810 -5.10072  0.0764
Cl -8.32149 2.66739 -4.89690  -0.1416
Cl 3.10301 11.16277 6.58000  -0.1552
C -8.24788 2.46990 -3.14131  -0.2569
Cl 4.99743 -0.65992 11.53714  -0.1736
H 5.69773 5.77997 1.70940  0.2075
C -0.78636 -6.52181 -1.59747  -0.1151
Cl 5.57317 7.61094 7.63386  -0.1921
H -0.33952 -5.67055 -3.59929  0.4089
Cl -2.91370 -3.76865 -12.66008  -0.1591
H 4.45735 13.03461 7.05228  0.3809
Cl 2.51195 4.15006 7.31651  0.0852
Cl 1.84072 2.84577 11.27072  -0.2259
C 3.60214 2.71050 11.23772  0.2200
H 3.86232 9.10173 6.97104  -0.8353
H -3.05115 -5.49994 -3.13430  0.3124
C -3.25367 -12.70423 -3.76443  0.0750
H -8.97177 3.13917 -2.68051  0.3139
Cl 5.82810 11.20386 7.62207  -0.1213
H 0.60320 10.16060 3.59655  0.3455
Cl -0.37455 4.43295 7.62467  -0.2176
O -0.80641 -6.06314 -0.19744  -0.2797
H -3.89545 -12.52252 -4.62435  0.2660
H -2.46996 2.16863 -6.30665  0.3262
Cl 5.89482 9.02305 4.35774  0.0298
H 0.15165 2.26802 1.28542  0.0346
Cl 1.21295 -0.26351 -3.99944  -0.0942
Cl 2.85673 9.53972 3.90561  -0.0768
Cl -3.78518 -1.34471 -11.29734  -0.1484
H 1.04834 6.49660 1.50183  0.2706
O -3.11276 -5.91715 1.02796  -0.5555
Cl -7.42845 -2.86098 -7.58992  -0.1578
Cl -2.43955 0.64876 -4.50573  -0.0354
C -0.80721 -5.30361 -2.61552  -0.8477
H 3.86708 1.66925 11.06692  -0.2217
Cl -4.97810 -3.27801 -4.80214  -0.0543
H -2.14100 -4.11144 -3.91757  0.2182
H -1.05946 -3.95764 -9.92245  0.1433
H 0.26672 -6.95358 -1.66373  0.3586
H -4.90855 -2.55355 -12.98247  0.3196
H 1.61158 -3.74615 2.44994  0.3145
Cl 2.78206 7.64302 8.47887  -0.2114
Cl 1.70257 0.52396 6.32422  0.0027
C 1.19963 4.54156 8.42728  0.4320
O -2.68911 -7.74055 -0.68145  -0.3998
H 1.22094 3.84547 9.25372  -0.2824
C -3.19736 1.49282 -5.86073  -0.3521
H 5.84537 1.54622 3.28136  0.3316
C 4.63402 12.04724 6.63013  -0.3335
H 2.58728 -2.27129 2.66919  0.2460
C 3.91586 8.03174 7.17974  1.0734
C 1.14568 -1.67473 -5.06095  -0.3821
Cl 5.01708 -0.25753 8.63868  -0.0632
C -6.36519 -2.33357 -4.24352  -0.2739
C -6.97880 -1.39918 -8.47640  -0.0769
Cl 4.35986 3.90967 1.19346  -0.0240
H -3.78122 -3.26699 -2.27371  0.1192
Cl -0.92504 -6.60578 -8.83314  -0.1162
H -1.47834 -8.62057 -7.74178  0.3073
H 1.31355 10.91190 5.04384  0.3125
C -0.47054 -3.36356 -10.61923  0.2472
Cl -8.62074 0.80842 -2.67048  -0.1451
C 1.04145 5.46092 1.16691  -0.2775
H 8.00804 9.17537 5.38970  0.2783
C -1.74340 -7.78366 -1.78648  -0.0865
H 3.99441 3.03996 12.19808  0.3151
Cl -5.84583 -0.85329 -3.43294  -0.0852
Cl -0.60951 5.01318 0.71882  -0.1586
Cl 8.43627 9.80819 3.15872  -0.1661
Cl 0.73297 -3.13750 -4.15636  -0.0408
Cl 0.76477 -1.92484 1.21460  -0.0831
H 5.88480 -2.07104 9.87024  0.2780
H -6.94447 -2.93585 -3.54585  0.3490
H 2.11887 -1.81161 -5.52843  0.3318
Cl 1.65335 4.43405 2.46723  -0.0483

Properties
- Frontier orbital gap: 8.9 eV
- E_HOMO: -0.3261 Eh
- Net charge: 0

---

(5)
This record from OMol25 describes one molecule with the formula C4H4N2O2. The level of theory is the ωB97M-V functional and the def2-TZVPD basis.

Each line ends with the Mulliken charge.
CARTESIAN COORDINATES (ANGSTROEM)
C -1.14255 -1.29529 0.06270  -0.4787
N -2.39018 -0.94174 -0.19951  -0.3544
H -1.11857 1.95616 -0.25260  0.3815
C -0.24074 -0.16641 0.13047  0.5012
H 1.40316 1.65268 0.31668  0.2406
N 1.93577 0.83469 -0.11081  -0.4392
O -2.41534 0.44576 0.04873  -0.1802
H -0.91172 -2.34938 0.14452  0.4294
H 2.99377 0.80086 -0.04669  0.2659
O 1.76514 -1.46468 -0.04643  -0.5870
C -1.12094 0.88690 -0.03777  -0.2409
C 1.24219 -0.35958 -0.00930  0.4618

Properties
- ΔE to the lowest compared entry with this formula, charge and spin: 2.369 eV
- Frontier orbital gap: 10.5 eV
- E_HOMO: -0.3742 Eh
- Net charge: 0

---

(6)
This record from OMol25 describes C25H24As2BiBr2NO3S4 as an isolated structure. The level of theory is the ωB97M-V functional and the def2-TZVPD basis.

Each line ends with the Mulliken charge.
CARTESIAN COORDINATES (ANGSTROEM)
C 11.79071 8.19643 9.65235  0.0548
H 18.71476 4.71246 15.21312  0.4113
H 16.21606 10.00743 17.47938  0.3549
H 12.66482 6.73785 17.23086  0.3642
C 17.41618 6.18662 14.44974  -0.1595
H 17.41950 7.68962 11.66763  0.4064
Br 9.23136 4.33493 11.65588  -0.0931
H 12.58836 8.29718 18.12590  0.3348
C 11.53539 6.70085 10.15922  0.2970
C 6.73863 6.73030 8.60292  -0.8543
C 8.65134 9.13243 14.98247  -0.5169
C 17.95418 5.42190 15.45974  -0.6661
H 16.18550 6.45487 11.29223  0.3824
H 15.92173 8.00227 10.78653  0.4203
Bi 11.85213 8.16572 12.79688  0.7193
C 7.23256 4.79491 9.86096  -0.4055
C 16.34399 7.12621 14.64981  -0.2196
H 9.02696 10.05423 15.43486  0.3620
C 15.39366 9.42663 17.91405  -1.2942
H 8.35298 8.24862 8.64996  0.3130
C 17.42590 5.55324 16.73488  -0.6017
H 7.34268 5.82920 13.61846  0.5508
C 8.54199 6.85155 15.15639  -0.6311
H 6.07492 7.28921 7.97848  0.4172
As 14.48547 8.56417 16.34619  0.1998
C 7.94335 7.26914 9.03111  -0.0508
C 12.50110 6.55507 7.63375  0.6526
H 6.99718 3.73357 10.10144  0.3303
C 16.52208 6.57688 17.05987  -0.4706
H 17.82997 4.90526 17.51385  0.3349
Br 6.19726 7.91372 11.85758  -0.1111
H 16.03692 6.68584 18.04815  0.1732
C 8.34317 5.36511 10.39823  0.1713
O 10.40176 8.40947 9.58621  -0.4159
H 8.76288 6.00290 15.71699  0.4582
H 17.06728 9.76572 13.46258  0.3312
O 13.03308 6.17649 6.64252  -0.5199
C 13.25980 7.54170 17.60749  -1.0981
O 10.04996 7.61681 11.71970  -0.3403
H 14.54110 10.00268 18.33581  0.4281
C 6.37215 5.45847 8.99845  -0.4061
C 7.72956 6.76422 14.00599  -0.0942
H 7.76774 10.09818 13.28302  0.4303
N 8.94264 8.01667 15.66912  -0.5285
C 10.10897 7.26345 10.43482  1.5765
H 15.49357 10.31483 14.15342  0.4259
S 12.71345 9.35193 10.77699  -0.3988
C 7.40310 7.94386 13.35179  0.2275
H 15.63557 10.21965 12.27665  0.4334
C 8.78625 6.63355 9.94523  -0.6563
As 15.27416 7.99721 13.19009  0.5069
S 12.47198 6.07820 11.57796  -0.3686
S 11.72898 5.49641 8.79766  -0.1806
H 17.70057 5.90796 13.40743  0.2345
C 7.94531 9.17414 13.80134  -0.1543
C 15.93763 9.88783 13.27860  -1.1927
H 5.38388 4.97721 8.75984  0.3174
C 16.35669 7.49143 11.60308  -1.3419
S 12.59767 8.31025 8.00419  -0.2093
H 13.92887 7.14210 18.39399  0.3213
H 15.84196 8.72236 18.58520  0.4177
C 15.94144 7.33191 15.99380  0.6205

Properties
- ΔE to the lowest compared entry with this formula, charge and spin: 1.523 eV
- Frontier orbital gap: 8.3 eV
- E_HOMO: -0.3171 Eh
- Net charge: 0

---

(7)
This record from OMol25 describes a 2-piece molecular cluster, C2H4NP overall. The level of theory is the ωB97M-V functional and the def2-TZVPD basis.

Each line ends with the Mulliken charge.
CARTESIAN COORDINATES (ANGSTROEM)
H 0.25212 -2.64152 1.93247  0.0040
N 1.63736 -0.19587 1.28970  -0.3805
P -0.67979 -2.39490 3.03324  -0.0053
C 0.95669 -0.13410 0.35658  0.2903
H -0.87699 -0.26330 -0.63298  0.2960
C 0.13538 -0.27528 -0.82316  -0.6993
H 0.50028 -1.23223 -1.19781  0.2387
H 0.35256 0.72345 -1.38581  0.2561

Properties
- ΔE to the lowest compared entry with this formula, charge and spin: 2.587 eV
- Frontier orbital gap (spin up / spin down): 7.4 / 7.4 eV
- E_HOMO (spin up / spin down): -0.3190 / -0.3181 Eh
- Net charge: 0